No. 1
104
Properties=species:S:1:pos:R:3:forces:R:3 method="wB97M-V/def2-TZVPD" de_lowest_kcal_mol=769.0
C -1.525 -0.153 -3.395 0.3 -1.6 0.3
O -1.922 0.696 -2.602 1.3 -4.0 -3.7
N -1.569 -1.523 -3.214 0.3 1.3 -1.2
C -1.032 -2.373 -4.289 -0.3 0.7 -0.2
C -2.243 -2.198 -2.146 -1.1 0.3 -0.9
H -0.994 0.112 -4.322 -0.1 0.1 0.0
H -0.429 -3.218 -3.957 -0.1 0.6 0.2
H -0.414 -1.707 -4.891 0.0 -0.4 -0.3
H -1.826 -2.809 -4.895 -0.2 0.2 -0.1
H -2.322 -1.634 -1.216 0.3 -0.2 -1.1
H -3.268 -2.472 -2.395 -0.4 0.1 -0.4
H -1.758 -3.149 -1.926 -1.0 1.7 -1.8
C -1.712 4.909 -0.605 1.3 -0.1 0.4
O -2.893 4.852 -0.860 -0.7 0.5 -0.8
N -0.742 4.034 -0.968 -0.4 1.2 -1.8
C 0.652 4.174 -0.556 -2.9 1.4 -1.9
C -1.020 2.831 -1.816 1.8 2.4 0.4
H -1.389 5.710 0.078 0.6 0.0 -0.1
H 0.890 5.111 -0.052 -0.4 0.3 0.0
H 1.209 4.164 -1.493 0.3 -0.1 0.1
H 0.874 3.365 0.139 -3.5 2.6 -2.6
H -1.968 2.915 -2.347 2.0 1.6 -0.6
H -0.226 2.554 -2.509 0.5 0.6 0.1
H -1.127 2.022 -1.093 0.7 1.4 -1.1
C 2.758 -3.479 -2.576 0.4 1.2 1.4
O 3.895 -3.069 -2.403 -1.5 -1.0 -1.0
N 1.925 -3.777 -1.524 -0.8 0.1 -0.7
C 2.304 -3.525 -0.149 -1.5 0.0 -0.3
C 0.472 -3.956 -1.712 5.5 -1.3 -3.6
H 2.267 -3.506 -3.561 0.0 -0.4 -0.1
H 1.594 -2.763 0.171 0.3 0.2 0.0
H 3.320 -3.169 0.023 -1.1 -1.3 -1.1
H 1.929 -4.295 0.526 0.8 -1.0 -0.1
H 0.326 -4.115 -2.781 0.0 -0.4 0.2
H 0.186 -4.860 -1.176 1.8 -0.2 -1.2
H -0.240 -3.181 -1.425 3.0 1.7 -1.3
C 2.929 0.889 1.733 1.7 2.6 3.7
O 3.731 0.333 2.546 -0.7 4.9 -1.1
N 3.098 2.137 1.237 0.9 -1.1 0.3
C 2.126 2.814 0.430 2.9 -2.0 2.4
C 4.253 2.928 1.530 0.8 -0.2 0.9
H 2.009 0.413 1.359 1.2 2.2 2.4
H 1.392 2.146 -0.020 0.9 -1.0 0.3
H 2.581 3.441 -0.337 0.5 -0.5 0.2
H 1.598 3.495 1.097 1.2 -0.5 1.3
H 4.779 3.237 0.627 -0.3 0.5 -0.1
H 3.944 3.731 2.199 0.2 0.5 -0.3
H 4.993 2.362 2.096 -0.3 -0.3 0.0
C 5.240 -2.287 -0.453 2.1 -0.3 -1.8
O 5.955 -2.233 -1.451 -0.1 0.6 1.8
N 4.458 -1.347 0.070 -0.1 0.8 2.0
C 3.592 -1.704 1.217 4.1 -0.7 -1.7
C 4.315 0.045 -0.337 1.0 -0.3 -2.7
H 5.152 -3.194 0.165 0.3 -0.3 -0.2
H 2.584 -1.437 0.900 3.5 -2.8 0.4
H 3.682 -1.038 2.075 2.7 -1.1 -1.0
H 3.577 -2.746 1.535 0.8 0.4 -0.2
H 4.453 0.850 0.384 0.3 -1.2 -0.2
H 4.952 0.317 -1.179 0.7 -0.6 0.1
H 3.345 0.027 -0.835 0.8 1.3 0.2
C -1.190 2.284 1.876 -2.1 2.8 2.6
O -0.866 2.389 0.706 0.0 3.4 1.7
N -2.428 2.534 2.353 -0.4 -0.4 -2.0
C -2.690 2.249 3.726 -0.6 0.7 1.8
C -3.504 3.188 1.530 0.3 0.7 1.3
H -0.555 2.050 2.744 0.0 1.0 -2.1
H -3.547 1.612 3.943 -0.6 0.3 -0.7
H -2.796 3.209 4.232 -0.4 0.0 0.4
H -1.922 1.694 4.264 -0.2 0.7 -0.6
H -3.277 3.200 0.463 0.0 0.0 1.1
H -4.496 2.768 1.693 0.8 -0.2 0.3
H -3.647 4.217 1.859 0.6 0.3 0.1
Cl -1.253 -4.065 -0.570 -7.0 -3.8 9.6
C -2.640 -4.371 0.592 -0.1 0.4 0.2
C -2.681 -3.346 1.703 -0.3 0.1 0.9
Cl -1.511 -3.586 3.069 -2.1 -1.8 -0.3
H -2.432 -5.376 0.958 -0.6 0.0 -0.1
H -3.572 -4.219 0.049 -0.1 -0.6 -0.1
H -3.607 -3.206 2.262 -0.4 -0.8 -0.5
H -2.520 -2.355 1.278 0.0 -1.7 0.9
Cl -4.795 2.231 -2.481 1.0 0.0 -0.2
C -3.346 2.123 -1.409 -2.4 -0.9 2.3
C -3.627 1.085 -0.283 -1.4 1.0 -1.0
Cl -5.280 1.292 0.409 -0.7 -1.2 -0.3
H -3.066 3.131 -1.103 -1.6 -0.5 0.3
H -2.413 1.814 -1.879 -4.1 -0.2 0.5
H -2.903 1.084 0.531 -0.9 0.8 -0.3
H -3.651 0.054 -0.635 -0.2 0.7 -0.5
Cl 1.721 -0.581 0.126 -8.2 -0.2 -8.3
C 0.293 -0.278 -0.948 -1.3 0.5 1.1
C -0.928 0.310 -0.212 0.4 -2.2 -1.3
Cl -2.011 -0.880 0.545 1.0 0.1 -0.8
H -0.027 -1.239 -1.352 0.7 0.3 -0.6
H 0.735 0.476 -1.599 -0.6 -0.3 -0.7
H -1.629 0.830 -0.866 0.8 -1.7 0.4
H -0.735 1.117 0.495 1.0 -2.5 -0.5
Cl -0.201 0.710 3.773 2.8 -3.2 3.2
C -0.581 -0.697 2.743 0.4 0.4 0.1
C 0.380 -1.837 3.022 1.1 1.0 0.0
Cl 2.050 -1.362 2.578 -6.8 -2.3 8.2
H -0.525 -0.306 1.727 1.0 -0.1 1.2
H -1.647 -0.865 2.903 0.4 -0.4 0.5
H 0.223 -2.736 2.426 0.3 1.0 0.2
H 0.374 -2.040 4.093 -0.1 -0.4 -0.1


No. 2
108
Properties=species:S:1:pos:R:3:forces:R:3 method="wB97M-V/def2-TZVPD" de_lowest_kcal_mol=110.5
Mg -6.495 -11.607 5.421 -3.5 0.2 1.1
O -7.637 -10.712 4.039 -1.1 -0.5 0.4
C -8.996 -11.077 4.304 2.3 -0.9 0.5
C -9.197 -11.989 5.617 0.0 -0.1 1.2
O -8.121 -12.365 6.475 0.0 1.2 -1.7
H -9.362 -11.662 3.461 -0.5 -0.1 -0.3
H -9.621 -10.194 4.440 -0.3 0.4 -0.1
H -9.800 -12.883 5.460 0.0 -0.7 -1.2
H -9.975 -11.470 6.176 -0.1 0.9 0.7
C -10.263 -7.388 8.359 -1.0 -0.4 -1.2
C -10.494 -8.679 7.454 0.8 1.5 1.0
C -11.099 -9.903 8.145 0.8 1.4 0.0
O -12.165 -10.240 7.250 -0.1 -1.8 1.6
C -12.412 -9.247 6.414 -3.3 -1.4 -2.6
O -13.363 -9.215 5.636 1.7 -0.1 1.7
O -11.477 -8.382 6.451 2.2 2.9 0.1
H -9.669 -7.479 9.268 0.1 -0.5 -0.2
H -11.228 -6.966 8.639 -0.2 -0.3 0.2
H -9.844 -6.600 7.733 0.3 -0.1 0.0
H -9.553 -8.869 6.937 -0.1 -0.4 -0.1
H -11.452 -9.580 9.125 -0.6 -0.2 0.0
H -10.308 -10.632 8.321 -0.5 -0.7 -0.6
C -8.048 -15.792 7.433 1.8 -0.3 0.9
C -6.746 -16.229 8.242 -3.2 -0.1 0.0
C -6.975 -17.477 9.159 0.3 1.3 -0.2
O -5.782 -18.197 8.960 1.6 -1.0 -0.7
C -5.108 -17.808 7.842 1.0 -0.8 -1.0
O -4.100 -18.356 7.370 -3.6 2.2 1.6
O -5.819 -16.722 7.309 2.3 -1.0 -0.2
H -8.734 -15.241 8.076 -0.1 -0.4 0.1
H -8.448 -16.707 6.994 -0.3 0.1 0.0
H -7.778 -15.076 6.657 0.1 0.1 0.0
H -6.404 -15.375 8.826 0.6 0.0 -0.2
H -7.845 -18.068 8.872 0.1 -0.1 -0.1
H -6.985 -17.254 10.226 -0.4 0.2 -0.1
C -11.466 -15.487 6.329 -2.2 -0.5 0.3
C -11.963 -15.872 4.931 1.9 -0.9 1.9
C -13.162 -15.153 4.421 0.2 0.9 -0.4
O -12.623 -14.518 3.210 -1.8 0.0 0.5
C -11.330 -14.704 3.110 3.0 0.0 -1.0
O -10.619 -14.302 2.199 -1.5 -0.7 1.9
O -10.857 -15.436 4.186 -0.1 1.1 -3.2
H -11.581 -14.408 6.439 0.6 0.1 -0.1
H -10.458 -15.852 6.527 -0.3 0.1 -0.1
H -12.211 -15.888 7.015 0.3 -0.3 0.6
H -12.041 -16.947 4.766 -0.1 -0.2 0.3
H -13.468 -14.406 5.153 -0.1 0.4 -0.4
H -14.014 -15.793 4.191 0.2 0.1 -0.3
C -12.343 -9.866 2.468 -1.1 0.3 -0.2
S -12.051 -9.707 0.628 3.2 1.0 0.6
O -11.497 -8.314 0.248 -1.4 -2.0 0.7
C -10.458 -10.734 0.709 -0.2 0.3 0.5
H -11.619 -9.537 3.215 0.5 -0.1 -0.6
H -12.646 -10.891 2.678 0.3 -0.2 -0.3
H -13.247 -9.300 2.690 -0.1 0.2 -0.2
H -9.921 -10.829 -0.234 -0.7 -0.1 -0.3
H -10.623 -11.682 1.222 -0.3 -0.2 -0.4
H -9.725 -10.236 1.344 -0.4 0.5 0.3
C -7.256 -15.612 3.872 1.2 0.3 0.4
S -6.007 -14.277 3.416 -2.8 1.1 0.6
O -6.058 -13.197 4.500 0.3 -4.1 -2.4
C -7.024 -13.650 2.000 0.5 0.8 0.1
H -8.277 -15.270 4.041 0.2 0.4 -0.3
H -6.860 -16.015 4.804 0.0 -0.1 0.0
H -7.206 -16.402 3.123 0.0 0.2 -0.2
H -6.791 -14.272 1.136 -0.3 -0.1 0.1
H -6.751 -12.616 1.789 0.8 0.0 0.1
H -8.085 -13.482 2.188 -0.1 -1.0 0.4
C -10.148 -7.226 2.760 0.7 -0.1 0.8
S -8.550 -6.248 2.596 -1.3 1.3 -0.4
O -8.753 -4.945 3.366 0.4 -1.6 -0.4
C -7.379 -7.280 3.483 0.0 -1.0 0.9
H -10.329 -7.386 3.823 0.4 -0.3 0.2
H -10.091 -8.158 2.197 0.3 0.2 0.2
H -11.063 -6.729 2.438 0.6 0.7 -0.6
H -7.140 -8.223 2.990 -0.6 -0.1 -0.4
H -7.758 -7.596 4.455 -0.2 0.1 0.1
H -6.407 -6.817 3.649 -0.3 0.7 -0.2
C -3.008 -12.612 8.343 -1.1 -0.9 -0.7
S -4.388 -13.455 7.373 0.0 1.3 0.4
O -5.214 -12.290 6.822 2.2 -2.1 2.1
C -3.391 -14.163 6.034 -0.6 0.3 0.3
H -3.616 -12.147 9.119 0.5 0.6 -0.1
H -2.466 -11.987 7.634 -0.3 0.4 0.3
H -2.307 -13.311 8.799 -0.2 -0.3 -0.1
H -4.153 -14.762 5.535 0.3 0.3 -0.6
H -2.602 -14.844 6.355 -0.1 0.2 0.4
H -2.989 -13.301 5.501 -0.2 -0.3 -0.5
C -6.893 -7.802 8.081 0.0 0.0 0.2
S -5.677 -8.598 6.988 0.3 -2.8 0.6
O -6.236 -9.893 6.408 0.2 3.4 1.7
C -4.554 -9.265 8.357 -0.6 1.0 0.3
H -7.449 -7.050 7.522 0.0 -0.2 -0.1
H -6.357 -7.309 8.892 0.2 0.2 -0.2
H -7.567 -8.507 8.567 0.1 -0.3 -0.4
H -4.095 -8.480 8.958 0.5 0.5 -0.7
H -3.817 -9.942 7.924 -0.3 0.1 0.0
H -5.130 -9.716 9.166 -0.5 -0.7 -0.6
C -2.879 -9.348 4.400 0.6 -0.5 1.0
S -3.728 -10.846 3.715 -2.4 1.8 1.6
O -4.893 -11.141 4.678 5.5 2.0 -3.3
C -4.451 -9.880 2.359 -0.2 -0.9 -0.1
H -1.947 -9.073 3.906 -0.1 -0.4 -0.5
H -2.572 -9.649 5.401 0.0 -0.1 0.1
H -3.450 -8.429 4.533 -0.6 -0.4 -0.4
H -5.227 -9.202 2.716 0.3 0.0 0.4
H -4.959 -10.606 1.724 0.2 0.1 -0.3
H -3.617 -9.367 1.879 -0.2 -0.1 -0.3


No. 3
113
Properties=species:S:1:pos:R:3:forces:R:3 method="wB97M-V/def2-TZVPD" charge=-1
C 5.212 1.884 -0.724 -0.3 0.2 -0.1
C 5.360 1.178 -2.102 0.7 0.8 1.3
C 6.899 0.923 -2.428 -0.3 -0.6 -0.3
N 7.198 -0.304 -3.082 -0.3 0.4 -1.4
N 7.231 -1.398 -2.107 0.6 0.1 -0.7
C 8.182 -1.479 -1.376 -0.6 0.5 2.5
O 8.837 -1.465 -0.367 0.7 -0.4 -1.1
O 4.626 -0.026 -2.109 0.1 0.1 -0.5
C 3.491 -0.072 -2.940 -0.2 -0.5 0.7
C 2.270 0.344 -2.116 1.8 -0.7 -1.8
C 1.519 -0.632 -1.520 -0.4 -0.3 0.3
C 0.453 -0.257 -0.732 0.3 -0.6 -0.2
C 0.200 1.088 -0.591 -1.7 0.2 1.3
C 0.933 2.058 -1.206 0.7 1.1 -0.4
C 2.003 1.677 -1.982 -0.1 0.4 -0.2
H 4.711 2.856 -0.815 0.0 -0.1 0.0
H 6.180 2.078 -0.252 0.0 -0.1 -0.1
H 4.602 1.294 -0.035 0.1 -0.1 -0.1
H 4.971 1.902 -2.828 -0.1 -0.4 -0.4
H 7.496 1.131 -1.510 -0.2 -0.1 0.0
H 7.173 1.704 -3.155 0.1 -0.1 0.1
H 3.589 0.509 -3.864 0.2 0.2 0.2
H 3.397 -1.121 -3.242 -0.1 0.1 0.0
H 1.771 -1.676 -1.649 0.1 0.0 0.0
H -0.112 -1.052 -0.263 -0.3 0.3 0.3
H -0.619 1.416 0.043 -0.1 -0.2 -0.1
H 0.742 3.124 -1.093 -0.3 -0.3 0.2
H 2.641 2.385 -2.494 -0.1 0.2 0.0
C -1.225 8.925 -1.554 0.0 0.3 0.1
O -1.703 7.719 -2.155 0.1 0.0 0.0
P -0.667 6.556 -2.518 0.0 -0.2 -0.1
O 0.533 6.515 -1.693 0.1 0.2 0.2
O -0.403 6.739 -4.077 -0.1 -0.2 0.0
C 0.382 7.850 -4.509 0.0 0.2 -0.1
O -1.546 5.257 -2.465 0.0 0.2 -0.2
C -2.759 5.178 -3.219 -0.3 -0.1 -0.1
H -1.382 9.754 -2.245 0.0 0.0 0.0
H -1.795 9.107 -0.645 0.0 0.0 0.0
H -0.167 8.863 -1.300 0.0 -0.1 0.0
H 1.006 8.240 -3.704 0.0 -0.1 0.0
H -0.280 8.636 -4.876 0.0 0.0 0.0
H 1.024 7.518 -5.322 0.0 -0.1 0.0
H -2.621 5.561 -4.230 0.1 0.0 0.0
H -3.548 5.737 -2.716 0.0 0.0 0.0
H -3.043 4.131 -3.277 0.1 0.0 0.1
C 1.303 -2.376 5.680 0.0 -0.1 0.2
O 1.042 -1.224 4.879 0.0 -0.1 -0.1
P 1.676 -1.126 3.411 0.2 0.2 -0.3
O 1.933 -2.410 2.767 -0.1 -0.2 0.1
O 2.950 -0.197 3.591 -0.1 0.1 -0.1
C 4.097 -0.720 4.268 0.2 0.1 0.2
O 0.679 -0.190 2.642 0.2 -0.3 0.2
C 0.340 1.083 3.167 -0.3 0.7 0.1
H 1.890 -2.081 6.551 0.0 0.0 0.0
H 0.352 -2.788 6.015 0.0 0.0 0.0
H 1.844 -3.143 5.126 0.0 0.1 -0.1
H 4.100 -1.806 4.272 0.0 -0.1 -0.1
H 4.108 -0.348 5.294 0.0 0.0 0.0
H 4.987 -0.368 3.753 -0.1 0.0 -0.1
H 1.220 1.619 3.523 0.0 -0.1 0.0
H -0.386 0.995 3.977 0.1 -0.1 0.0
H -0.110 1.652 2.356 0.0 -0.1 0.0
C -5.524 3.483 1.278 -0.1 0.3 0.0
O -5.439 2.153 1.795 0.1 0.0 -0.1
P -4.522 1.076 1.048 0.0 -0.2 -0.1
O -3.395 1.631 0.313 0.1 0.2 0.0
O -5.542 0.221 0.183 0.1 -0.1 0.1
C -6.129 0.824 -0.977 -0.2 0.1 -0.2
O -4.133 0.075 2.199 -0.2 0.0 -0.1
C -5.157 -0.517 3.001 -0.1 -0.1 0.2
H -6.543 3.667 0.934 0.0 -0.1 0.0
H -5.287 4.181 2.079 0.0 0.0 0.0
H -4.831 3.645 0.453 0.1 -0.1 0.1
H -5.543 1.673 -1.332 0.1 0.0 0.1
H -7.140 1.152 -0.734 0.0 0.0 0.0
H -6.183 0.076 -1.763 0.0 -0.1 0.1
H -5.988 -0.864 2.387 0.0 0.0 0.0
H -5.517 0.201 3.738 0.0 0.0 0.0
H -4.723 -1.370 3.516 0.1 0.0 -0.1
C -7.772 -3.932 -0.194 0.1 -0.1 0.3
O -7.985 -4.200 -1.586 0.0 0.2 0.0
P -8.415 -3.015 -2.561 0.1 -0.2 -0.1
O -7.977 -1.687 -2.150 0.0 0.2 0.1
O -9.990 -3.184 -2.723 0.1 0.1 -0.2
C -10.827 -2.846 -1.616 -0.1 -0.1 0.1
O -7.878 -3.484 -3.960 -0.2 0.0 0.1
C -8.229 -4.780 -4.460 0.0 -0.3 -0.1
H -8.525 -4.462 0.389 0.0 0.0 -0.1
H -6.785 -4.299 0.080 0.0 0.0 -0.1
H -7.825 -2.867 0.029 0.0 0.0 -0.1
H -10.322 -2.178 -0.917 0.0 0.0 -0.1
H -11.125 -3.760 -1.100 0.0 0.0 0.0
H -11.715 -2.349 -1.999 0.0 0.0 -0.1
H -9.288 -4.988 -4.311 0.0 0.1 0.0
H -7.629 -5.544 -3.967 0.0 0.0 0.0
H -8.016 -4.793 -5.526 0.1 0.1 0.0
C 7.840 -3.379 1.421 0.0 0.1 -0.1
O 6.721 -4.107 1.982 0.2 -0.1 0.3
P 6.794 -4.729 3.432 -0.2 0.2 -0.4
O 7.678 -4.053 4.376 0.1 0.0 0.2
O 7.129 -6.272 3.190 -0.1 -0.1 0.2
C 8.447 -6.615 2.766 0.1 0.0 -0.2
O 5.280 -4.789 3.872 0.1 -0.3 0.0
C 4.324 -5.427 3.011 -0.3 0.0 -0.2
H 8.223 -3.930 0.565 -0.1 0.0 0.0
H 7.488 -2.412 1.090 -0.1 0.0 0.0
H 8.640 -3.235 2.145 -0.1 0.0 0.1
H 9.164 -5.827 2.999 0.0 0.0 0.0
H 8.441 -6.797 1.690 0.0 0.0 0.0
H 8.745 -7.527 3.279 -0.1 0.0 0.0
H 4.708 -6.371 2.627 0.1 0.0 0.0
H 4.065 -4.769 2.182 0.0 0.0 0.1
H 3.429 -5.627 3.598 0.1 0.1 0.1


No. 4
99
Properties=species:S:1:pos:R:3:forces:R:3 method="wB97M-V/def2-TZVPD" charge=+1
C -0.012 -0.385 -1.618 0.5 0.6 -0.4
C 0.275 1.203 -1.403 0.3 -0.8 -0.3
C -0.356 2.053 -2.611 0.2 0.1 -0.1
C -1.409 3.174 -2.168 1.4 0.3 -1.4
O -2.196 2.785 -0.994 -3.7 -1.3 -1.6
C -3.475 2.333 -1.332 -2.5 -0.4 0.1
C -3.771 1.286 -2.482 -1.1 1.3 1.5
N -5.047 0.795 -2.819 3.5 2.2 2.1
N -6.071 1.249 -2.116 -2.1 2.0 2.0
C -7.416 0.650 -2.488 -0.1 -1.0 -0.1
C -7.762 -0.504 -1.413 0.0 -0.3 2.7
O -7.589 -0.406 -0.181 -0.2 0.3 -4.3
C -6.131 2.210 -1.063 5.0 0.3 -0.2
C -4.769 2.841 -0.590 -0.1 -2.0 -2.4
O -4.744 3.781 0.472 0.3 -1.0 -4.6
N -5.243 3.073 1.585 2.4 -2.0 3.3
O -4.302 2.628 2.154 -2.7 0.7 -0.5
H 0.761 -0.729 -2.401 -1.3 0.2 1.2
H 0.128 -0.985 -0.647 -0.2 1.0 -1.6
H -1.063 -0.573 -2.062 1.6 0.2 0.9
H -0.079 1.507 -0.362 0.4 -0.2 -1.5
H 1.414 1.356 -1.456 -1.8 -0.2 0.4
H 0.501 2.601 -3.152 -1.5 -0.7 0.7
H -0.795 1.318 -3.385 0.5 1.2 1.2
H -2.145 3.440 -3.011 1.2 -0.3 1.2
H -0.824 4.123 -1.868 -1.1 -1.5 -0.3
H -2.877 0.896 -3.092 -1.8 0.6 1.0
H -8.225 1.459 -2.518 1.2 -1.2 0.2
H -7.332 0.148 -3.515 0.1 0.9 1.5
H -8.185 -1.492 -1.822 0.5 1.4 0.2
H -7.076 2.543 -0.528 1.1 -0.9 -1.2
C -3.393 -1.999 -7.322 0.0 0.1 -0.3
C -3.260 -1.154 -6.058 0.0 -0.4 -0.1
C -2.021 -1.502 -5.209 -0.2 0.0 0.2
O -2.148 -2.696 -4.445 0.2 0.4 -0.3
C -1.887 -3.889 -5.169 -0.1 -0.2 0.3
N -4.500 -1.267 -5.277 0.2 0.1 0.3
H -3.746 -3.010 -7.115 0.1 0.1 0.1
H -4.113 -1.545 -8.008 0.0 0.0 0.1
H -2.436 -2.072 -7.846 -0.1 0.0 0.0
H -3.152 -0.111 -6.378 0.0 0.0 0.1
H -1.880 -0.700 -4.475 0.0 -0.1 0.1
H -1.109 -1.527 -5.818 0.0 -0.1 -0.1
H -1.106 -3.752 -5.922 -0.1 0.1 0.0
H -2.804 -4.255 -5.633 0.1 -0.1 -0.2
H -1.553 -4.648 -4.458 0.0 0.2 0.0
H -4.447 -0.629 -4.486 -0.1 -0.1 -0.2
H -4.499 -2.191 -4.842 0.0 0.1 -0.2
C 5.356 -0.643 2.170 0.2 -0.1 0.0
C 3.891 -1.051 2.299 0.1 0.3 0.0
C 3.037 -0.674 1.072 -0.2 -0.2 0.2
O 2.688 0.707 1.000 0.1 -0.3 -0.3
C 3.698 1.539 0.452 -0.2 0.3 0.2
N 3.344 -0.479 3.535 -0.3 0.0 -0.2
H 5.509 0.427 2.320 -0.1 0.0 0.0
H 5.961 -1.158 2.922 -0.1 0.1 0.0
H 5.753 -0.910 1.187 0.0 0.0 0.1
H 3.869 -2.143 2.388 -0.1 0.1 -0.1
H 2.085 -1.211 1.148 0.0 0.1 0.0
H 3.505 -1.005 0.136 0.1 0.1 0.0
H 4.271 1.033 -0.331 0.0 -0.1 0.1
H 4.363 1.893 1.242 0.2 0.0 -0.1
H 3.212 2.415 0.015 0.0 -0.1 0.0
H 2.398 -0.832 3.668 0.1 -0.1 0.1
H 3.209 0.520 3.374 0.1 -0.1 0.1
C 5.479 -5.383 6.558 0.1 0.1 0.2
C 6.138 -5.728 5.225 -0.4 0.0 0.0
C 5.699 -4.810 4.066 0.2 -0.2 -0.2
O 4.404 -5.098 3.547 0.2 0.4 0.2
C 3.336 -4.534 4.290 -0.1 -0.3 -0.2
N 5.886 -7.142 4.921 0.0 0.2 -0.3
H 4.441 -5.715 6.611 0.1 0.0 -0.1
H 6.010 -5.871 7.381 0.0 0.0 -0.1
H 5.504 -4.305 6.741 0.0 -0.1 0.0
H 7.218 -5.594 5.356 -0.1 0.0 -0.1
H 6.390 -4.971 3.231 -0.1 -0.1 0.0
H 5.782 -3.751 4.337 -0.1 0.0 0.1
H 3.598 -3.562 4.718 0.1 0.0 0.1
H 3.019 -5.224 5.075 -0.1 0.2 0.2
H 2.489 -4.398 3.612 0.1 0.0 0.0
H 6.407 -7.394 4.083 0.0 -0.1 0.2
H 4.910 -7.221 4.632 0.1 0.0 0.2
C -0.941 5.229 3.300 -0.1 0.0 0.2
C -0.823 4.275 2.115 0.2 0.4 0.0
C 0.633 3.988 1.695 -0.1 -0.1 -0.2
O 1.252 5.041 0.961 0.0 -0.3 0.3
C 1.775 6.089 1.762 0.0 0.2 -0.3
N -1.613 4.807 0.996 0.3 -0.1 -0.3
H -0.754 6.268 3.023 0.0 -0.1 -0.1
H -1.949 5.189 3.721 0.1 0.0 -0.1
H -0.240 4.956 4.094 0.0 0.0 -0.1
H -1.266 3.322 2.424 0.1 0.0 -0.1
H 0.624 3.127 1.018 0.1 0.1 0.0
H 1.251 3.700 2.554 0.0 0.1 0.1
H 2.170 5.723 2.714 -0.1 0.0 0.0
H 1.010 6.849 1.934 0.1 0.0 0.2
H 2.589 6.562 1.208 -0.1 -0.1 0.0
H -1.612 4.121 0.242 -0.1 0.3 0.5
H -1.094 5.596 0.607 -0.1 0.0 0.2


Number 1: orbital gap 8.068 eV. Number 2: orbital gap 6.064 eV. Number 3: orbital gap 3.312 eV. Number 4: orbital gap 5.306 eV.